(w)
The following is a DFT calculation (ωB97M-V with the def2-TZVPD basis set) of 2 unconnected molecules or ions with the total composition C2H10N4.

Last column: Mulliken charge in e.
Cartesian coordinates (Å):
H: 0.119 -1.605 -3.594  0.2262
N: 0.620 -1.005 -2.911  -0.6170
C: 0.870 0.162 -3.377  0.1833
N: 1.682 1.069 -2.712  -0.4916
H: 0.689 0.550 -4.416  0.2271
H: 2.124 1.720 -3.334  0.2356
H: 2.287 0.688 -1.953  0.2395
N: 0.263 -0.791 2.323  -0.5414
C: -1.037 -0.565 2.777  -0.3085
N: -2.017 0.425 2.196  -0.6436
H: 0.834 0.009 2.412  0.2328
H: 0.291 -0.921 1.302  0.2334
H: -0.804 -0.201 3.797  0.3127
H: -1.581 -1.509 2.613  0.2714
H: -1.674 1.321 1.910  0.2080
H: -2.666 0.652 2.966  0.2321

Properties
LUMO energy (eV): 0.967
HOMO level (eV): -9.014
Structure (SMILES): [H]/N=C/N.NCN

---

(x)
The following is a DFT calculation (ωB97M-V with the def2-TZVPD basis set) of 2 unconnected molecules or ions with the total composition C2H10N4.

Last column: Mulliken charge in e.
Cartesian coordinates (Å):
C: -1.741 0.995 -0.564  -1.1142
C: -0.654 0.229 0.368  -0.1323
N: 2.479 0.623 0.276  -0.3291
N: 0.104 -2.074 0.432  -0.4687
N: 2.143 -0.397 -0.518  -0.3905
N: -0.140 -0.927 -0.342  -0.2738
H: -2.714 0.383 -0.699  0.2656
H: -2.086 1.818 0.067  0.3514
H: -1.446 1.357 -1.547  0.3249
H: 0.135 0.887 0.622  0.0927
H: -1.363 -0.113 1.075  0.3945
H: 1.952 1.534 0.289  0.2765
H: 2.548 0.377 1.278  0.2626
H: 0.480 -2.683 -0.315  0.2757
H: 0.603 -2.138 1.332  0.2279
H: 1.922 -0.004 -1.398  0.2369

Properties
LUMO energy (alpha / beta) (eV): 0.941 / 0.935
HOMO level (alpha / beta) (eV): -7.582 / -7.597

---

(y)
The following is a DFT calculation (ωB97M-V with the def2-TZVPD basis set) of 2 unconnected molecules or ions with the total composition C2H10N4.

Last column: Mulliken charge in e.
Cartesian coordinates (Å):
H: -3.177 -1.446 0.422  0.2370
N: -2.496 -1.223 1.138  -0.6940
C: -1.326 -1.612 0.841  0.1011
N: -0.185 -1.016 1.324  -0.4624
H: -1.088 -2.430 0.149  0.3329
H: 0.558 -1.681 1.500  0.2450
H: -0.294 -0.411 2.128  0.2307
N: 0.383 1.714 -0.268  -0.4950
C: 0.861 1.045 -1.463  -0.0490
N: 2.300 0.853 -1.384  -0.5832
H: 1.091 2.351 0.078  0.1907
H: -0.464 2.259 -0.344  0.1911
H: 0.587 1.450 -2.438  0.2301
H: 0.399 0.058 -1.421  0.1099
H: 2.713 1.175 -0.522  0.2066
H: 2.612 -0.092 -1.541  0.2087

Properties
LUMO energy (eV): 0.962
HOMO level (eV): -8.719
Structure (SMILES): [H]/N=C/N.NCN

---

(y) is preferred energetically. Next in line: 4.7 kcal/mol higher.

---

(w)
The following is a DFT calculation (ωB97M-V with the def2-TZVPD basis set) of a single CH3ClFNS molecule.

Last column: Mulliken charge in e.
Cartesian coordinates (Å):
C: 0.450 -0.797 -0.442  -0.0480
N: 0.362 1.516 0.425  -0.5265
F: 0.756 -1.984 0.295  -0.2707
S: -0.643 0.189 0.739  0.3467
Cl: -2.443 0.365 -0.468  -0.2319
H: 1.437 -0.382 -0.525  0.2639
H: -0.258 -1.001 -1.323  0.2460
H: 0.339 2.094 1.300  0.2204

Properties
LUMO energy (alpha / beta) (eV): -0.679 / -0.679
HOMO level (alpha / beta) (eV): -9.723 / -9.724

---

(x)
The following is a DFT calculation (ωB97M-V with the def2-TZVPD basis set) of a molecular structure, CH3ClFNS.

Last column: Mulliken charge in e.
Cartesian coordinates (Å):
C: 0.273 0.927 0.237  -0.0874
N: 0.148 -1.556 0.004  -0.5381
F: 1.190 1.740 -0.367  -0.2507
S: -0.370 -0.423 -0.887  0.3579
Cl: -2.384 -0.231 -0.335  -0.2140
H: 1.015 0.253 1.172  0.2156
H: -0.326 1.772 0.599  0.2676
H: 0.454 -2.483 -0.423  0.2491

Properties
LUMO energy (eV): -0.003
HOMO level (eV): -9.980

---

(w) is preferred energetically. Next in line: 13.6 kcal/mol higher.

---

(w)
The following is a DFT calculation (ωB97M-V with the def2-TZVPD basis set) of a single C20H23N3O2S molecule.

Last column: Mulliken charge in e.
Cartesian coordinates (Å):
C: 1.725 3.181 -2.147  -1.2426
C: 2.738 2.391 -1.333  -0.4902
O: 2.168 1.123 -1.077  -0.2247
C: 2.842 0.220 -0.343  0.4920
C: 4.120 0.416 0.173  -0.6404
C: 4.745 -0.574 0.911  -0.6633
C: 4.111 -1.781 1.151  -0.7896
C: 2.840 -1.989 0.653  -0.6629
C: 2.190 -1.006 -0.088  0.5283
C: 0.842 -1.240 -0.555  0.8577
N: 0.040 -0.396 -1.131  -0.2081
C: -1.137 -1.064 -1.322  0.8611
C: -2.327 -0.355 -1.888  -1.7494
N: -3.209 0.261 -0.919  -0.0026
C: -3.977 -0.625 -0.062  -0.2789
C: -4.510 0.278 1.063  -0.9090
C: -3.922 1.660 0.758  -1.0189
C: -2.685 1.324 -0.088  -0.0628
C: -1.542 0.938 0.800  0.1479
N: -1.481 -0.121 1.527  -0.0995
C: -0.327 -0.200 2.225  -1.2160
C: 0.527 0.842 2.052  0.1001
S: -0.139 1.975 0.949  -0.2038
C: -0.991 -2.338 -0.850  0.7375
C: -1.879 -3.527 -0.814  -1.7912
O: 0.272 -2.453 -0.362  -0.4818
H: 2.119 4.166 -2.378  0.4264
H: 0.804 3.282 -1.580  0.1743
H: 1.505 2.653 -3.070  0.3188
H: 2.951 2.909 -0.388  0.4026
H: 3.676 2.280 -1.895  0.4256
H: 4.640 1.345 -0.001  0.3887
H: 5.737 -0.396 1.300  0.4120
H: 4.602 -2.551 1.726  0.4130
H: 2.326 -2.920 0.837  0.4762
H: -1.961 0.440 -2.545  0.3546
H: -2.932 -1.052 -2.476  0.5046
H: -3.359 -1.426 0.361  -0.0471
H: -4.780 -1.074 -0.655  0.5712
H: -5.598 0.304 1.086  0.3587
H: -4.150 -0.079 2.025  0.3346
H: -3.673 2.220 1.658  0.3256
H: -4.611 2.246 0.152  0.3987
H: -2.366 2.159 -0.719  0.6611
H: -0.156 -1.053 2.857  0.4340
H: 1.490 0.999 2.493  0.5716
H: -2.794 -3.321 -1.361  0.3016
H: -1.373 -4.382 -1.262  0.4664
H: -2.130 -3.786 0.215  0.3377

Properties
LUMO energy (eV): 0.702
HOMO level (eV): -7.728
Structure (SMILES): CCOc1ccccc1-c1nc(CN2CCC[C@H]2c2nccs2)c(C)o1

---

(x)
The following is a DFT calculation (ωB97M-V with the def2-TZVPD basis set) of a single C20H23N3O2S molecule.

Last column: Mulliken charge in e.
Cartesian coordinates (Å):
C: 0.545 -3.268 5.864  -1.1904
C: 0.805 -2.321 4.698  -0.6261
N: 0.642 -0.885 5.079  0.4641
C: 1.733 -0.278 5.863  -0.6837
C: 1.378 -0.159 7.375  -1.2832
C: -0.369 -0.068 4.390  -1.2898
C: 0.012 0.151 2.934  1.2963
C: 1.234 0.669 2.499  -0.0903
C: 1.494 0.863 1.137  -0.6703
C: 0.558 0.640 0.094  0.5410
C: 0.820 0.872 -1.357  0.5884
O: 1.994 1.152 -1.630  -0.6752
N: -0.136 0.746 -2.326  -0.0222
C: -0.056 0.976 -3.679  0.4195
C: 0.946 1.727 -4.308  -0.2878
C: 0.993 1.889 -5.694  -0.7371
C: -0.011 1.337 -6.452  0.5584
S: -0.305 1.431 -8.175  -0.2397
C: -1.792 0.561 -7.923  0.6237
C: -2.825 0.529 -9.054  -0.4026
O: -4.158 0.737 -8.537  -0.5526
N: -2.016 0.102 -6.711  -0.6731
C: -1.021 0.593 -5.863  -0.3922
C: -1.065 0.415 -4.480  -0.4977
C: -0.672 0.088 0.560  -0.8637
C: -0.913 -0.139 1.936  -0.9549
H: -0.334 -2.947 6.401  0.3211
H: 1.395 -3.255 6.540  0.2519
H: 0.397 -4.286 5.456  0.3946
H: 0.073 -2.566 3.921  0.4002
H: 1.797 -2.493 4.328  0.3686
H: 2.641 -0.850 5.796  0.4067
H: 1.888 0.755 5.523  0.3422
H: 1.224 -1.120 7.830  0.3010
H: 0.476 0.454 7.509  0.2648
H: 2.196 0.320 7.889  0.4424
H: -1.360 -0.552 4.424  0.3364
H: -0.430 0.899 4.881  0.4228
H: 2.081 0.797 3.185  0.2332
H: 2.527 1.181 0.893  0.3604
H: -1.036 0.486 -1.948  0.1128
H: 1.711 2.219 -3.725  0.4153
H: 1.765 2.431 -6.199  0.4136
H: -2.638 1.277 -9.782  0.3730
H: -2.833 -0.461 -9.512  0.2273
H: -4.241 0.308 -7.650  0.3317
H: -1.867 -0.159 -4.027  0.3848
H: -1.385 -0.235 -0.178  0.2594
H: -1.864 -0.564 2.205  0.2767

Properties
LUMO energy (eV): 0.282
HOMO level (eV): -7.994
Structure (SMILES): CCN(CC)Cc1ccc(C(=O)Nc2ccc3sc(CO)nc3c2)cc1

---

(w) is preferred energetically. Next in line: 4.0 kcal/mol higher.

---

(w)
The following is a DFT calculation (ωB97M-V with the def2-TZVPD basis set) of a single C3H6O2S2 molecule.

Last column: Mulliken charge in e.
Cartesian coordinates (Å):
O: 1.197 1.334 1.150  -0.5418
C: 0.638 0.014 0.797  0.0731
S: 2.020 -0.946 0.221  -0.2094
C: -0.424 0.027 -0.224  0.5359
O: 0.270 0.442 -1.707  -0.5425
C: -1.762 0.465 -0.129  -0.9495
S: -1.528 -1.365 -0.543  -0.1499
H: 1.675 1.723 0.307  0.3734
H: 0.297 -0.589 1.671  0.3616
H: 1.570 -2.166 0.597  0.1266
H: 0.498 -0.482 -2.055  0.3664
H: -2.280 0.384 0.843  0.2891
H: -2.171 1.160 -0.929  0.2670

Properties
LUMO energy (eV): 0.456
HOMO level (eV): -9.357
Structure (SMILES): O[C@H](S)[C@]1(O)CS1

---

(x)
The following is a DFT calculation (ωB97M-V with the def2-TZVPD basis set) of a single C3H6O2S2 molecule.

Last column: Mulliken charge in e.
Cartesian coordinates (Å):
C: 2.934 0.991 0.065  -0.7199
O: 1.642 1.204 -0.423  -0.2926
C: 0.658 0.445 0.002  0.6809
O: 0.588 -0.359 0.863  -0.4744
S: -0.809 0.813 -0.932  -0.1529
S: -2.482 0.346 0.236  -0.0389
C: -3.050 -1.350 -0.040  -0.7093
H: 3.451 0.268 -0.424  0.3454
H: 2.996 0.738 1.163  0.2922
H: 3.506 1.933 -0.018  0.2565
H: -2.491 -2.177 0.455  0.2717
H: -2.911 -1.547 -1.174  0.2444
H: -4.031 -1.306 0.227  0.2968

Properties
LUMO energy (eV): 0.617
HOMO level (eV): -9.148
Structure (SMILES): COC(=O)SSC

---

(x) is preferred energetically. Next in line: 45.3 kcal/mol higher.